Entry 1:
Here is a cluster of 9 separate species, C11H40Cl2N17O8 in total from the Open Molecules 2025 dataset. Energies are from ωB97M-V with the def2-TZVPD basis set.

Geometry as XYZ:
```
78
Properties=species:S:1:pos:R:3:forces:R:3
Cl 4.42419 -1.48029 4.62554 0.142 0.161 0.111
Cl 1.05261 2.55709 3.32770 0.471 -0.497 0.667
O -2.67268 -0.31201 -1.71364 0.075 -0.058 -0.002
O 1.94653 -3.23526 -0.30939 0.120 0.146 0.142
O 1.45490 -5.99393 2.94482 0.024 0.063 0.000
O -2.40464 7.66532 6.87162 -0.039 -0.076 0.070
O -1.32728 3.13184 6.91187 0.026 0.153 -0.007
O 0.32818 -1.68295 -10.98417 -0.009 -0.983 -0.717
O -2.62834 -1.77406 -6.84439 0.082 -0.062 0.035
O -0.52707 1.31145 -7.59419 0.240 0.319 0.038
N -1.43252 -0.37235 -5.52202 0.456 -0.371 -0.112
N -0.50228 -0.93630 -1.51018 0.143 0.138 -0.198
N -3.20264 -1.54702 -4.65897 -0.279 -0.274 0.117
N 1.37952 -2.98903 1.86827 -0.474 0.208 -0.106
N 0.18522 -3.28180 -12.58699 0.230 0.050 -0.275
N -1.63438 4.59937 5.20474 0.207 -0.185 -0.198
N -1.14367 -3.38319 -10.71794 -0.065 0.108 0.314
N 3.55950 -0.05765 5.11014 -0.890 -0.150 -0.041
N -3.27470 4.28287 6.76920 -0.157 -0.165 0.309
N -2.19660 6.57824 8.84724 0.069 -0.332 0.079
N 2.71804 -6.55724 1.14703 0.172 0.288 -0.053
N 0.71066 2.30762 -9.22046 0.062 0.469 0.123
N 0.24912 0.06003 -9.30709 0.079 0.993 0.871
N 3.17596 -1.84893 0.99959 0.387 0.331 -0.207
N -1.81445 -0.66343 0.35303 -0.231 0.123 0.420
N -2.45837 8.86100 8.79703 -0.029 0.316 -0.040
N 1.88458 -8.18120 2.53832 -0.104 -0.186 0.250
C -2.03352 3.95350 6.32924 -0.132 0.098 -0.172
C -1.72389 -0.61718 -1.00693 0.039 -0.037 -0.252
C -2.35610 7.70102 8.09371 -0.015 0.028 -0.164
C 0.10694 1.22954 -8.64352 -0.059 -0.601 -0.090
C 2.50481 0.35966 4.11632 -1.286 1.333 -0.437
C -0.17762 -2.71738 -11.40318 -0.049 -0.023 0.005
C 0.97392 1.45119 5.90895 0.528 0.894 -0.724
C 1.91114 1.71784 4.66953 0.056 -0.910 1.060
C -2.43353 -1.26368 -5.74609 0.048 0.060 -0.019
C 1.98599 -6.85535 2.25464 -0.031 -0.002 -0.050
C 2.15088 -2.72722 0.77902 -0.215 -0.218 -0.005
H 1.34958 -8.43730 3.34863 0.021 0.002 -0.066
H -3.95451 -2.19948 -4.78512 0.046 0.063 -0.026
H 1.67072 -0.37841 4.08316 0.874 0.243 0.214
H -1.05155 -0.91280 0.95299 0.011 -0.063 -0.088
H -3.60380 3.82442 7.60059 -0.045 -0.028 -0.108
H 0.89674 -2.81429 -13.11907 -0.051 -0.038 0.026
H -3.05231 -1.13937 -3.75324 -0.024 0.129 0.134
H -3.86919 4.95122 6.31331 0.104 0.094 0.029
H 0.55441 2.46028 6.18498 -0.051 -1.365 -0.011
H -0.39716 -0.91716 -2.50938 0.039 -0.114 0.055
H -1.57194 -4.22963 -11.04104 0.018 0.028 -0.018
H 1.56695 1.09808 6.78751 -0.292 0.186 -0.543
H 0.75590 -0.04051 -10.16062 -0.081 -0.093 -0.060
H 0.28611 -1.19108 -0.94426 -0.034 -0.169 -0.067
H 3.15849 -7.24713 0.56805 -0.055 -0.003 0.003
H -0.72128 4.38410 4.84896 -0.066 0.083 -0.012
H -2.11805 5.70810 8.35150 -0.016 0.037 0.054
H 0.18559 0.70631 5.67043 0.326 0.703 0.174
H -0.18759 -0.74687 -8.90590 -0.035 -0.024 -0.166
H 2.30898 -8.90340 1.98752 -0.013 0.039 -0.016
H 2.90798 0.48034 3.09036 0.225 -0.096 0.835
H 2.80972 -5.58660 0.90257 -0.085 -0.080 -0.123
H 0.61995 3.19018 -8.75116 -0.011 -0.058 -0.048
H 3.77002 -1.63054 0.21818 -0.024 -0.019 0.052
H -2.70307 -0.43462 0.76130 0.043 -0.033 -0.049
H -2.15436 6.57547 9.84890 0.008 0.066 -0.027
H -2.57755 9.70761 8.27000 0.001 -0.051 0.038
H 3.07067 -0.27439 5.99449 0.254 0.016 -0.198
H 2.74094 2.35897 5.06265 -0.552 -0.198 -0.795
H 1.22977 2.26192 -10.07628 -0.055 -0.073 0.003
H 1.53616 -2.58475 2.77051 0.080 -0.199 0.035
H -1.25803 0.05550 -4.63282 -0.231 0.076 -0.022
H -2.42159 8.91192 9.79747 0.002 -0.032 -0.025
H -0.21618 -4.12633 -12.94807 -0.020 0.029 0.037
H 4.18237 0.73949 5.30336 0.214 -0.386 -0.222
H -2.19706 5.27617 4.72241 0.033 0.108 0.145
H -1.43891 -2.99329 -9.83815 -0.070 -0.054 -0.044
H 0.61545 -3.63444 1.75075 0.180 -0.175 0.154
H 3.36095 -1.42117 1.88578 0.005 -0.131 -0.049
H -0.84178 -0.13664 -6.30963 -0.265 0.428 0.056
```
Forces are in eV/Å.

Results
Charge: +1
LUMO level, eV: -5.2
HOMO, eV: -9.94



Entry 2:
Here is a structure of composition C11H40MnN18O11 from the Open Molecules 2025 dataset. Energies are from ωB97M-V with the def2-TZVPD basis set.

Geometry as XYZ:
```
81
Properties=species:S:1:pos:R:3:forces:R:3
Mn 0.47460 -2.34512 -1.34702 0.520 1.319 0.969
O 5.83509 -3.61810 1.09930 -0.255 -0.183 0.021
O 1.32923 4.34956 3.66910 0.065 0.030 0.070
O 4.56909 0.96225 -4.32114 -0.405 -0.014 -0.099
O -3.42005 2.08848 2.49513 0.221 0.088 0.024
O 1.87432 -0.99047 -0.67625 -0.884 -0.409 -0.722
O -0.99418 -1.27033 -0.39271 1.213 -1.129 -0.006
O 1.98252 -3.61980 -1.90700 -0.893 0.303 -0.165
O -0.52917 1.59700 -2.87533 0.257 -0.020 0.178
O 0.46309 0.20141 4.92376 -0.009 0.315 -0.512
O -4.87005 -2.63282 2.24293 -0.389 -0.231 -0.229
O -5.14518 0.42716 -3.05376 -0.284 -0.322 0.075
N -0.01413 3.30403 2.16959 0.010 -0.048 0.505
N -3.47029 0.18245 -1.53671 0.316 -0.047 0.561
N 3.88557 -2.41868 1.20245 -0.292 0.273 -0.381
N -1.48752 3.61535 -2.62419 -0.327 0.626 0.003
N 2.51293 1.14141 -3.36117 -0.884 -0.376 0.735
N 3.93204 -3.82039 -3.07717 -0.821 0.009 0.554
N 3.25041 -5.46701 -1.63845 -0.336 0.938 -0.260
N -0.17057 -1.37779 3.44228 -0.406 -0.031 -0.840
N 0.56866 3.16502 -1.65820 -0.185 0.244 0.072
N -0.48661 3.17113 4.40004 -0.252 -0.122 -0.367
N -3.08245 2.81878 0.34502 -0.798 0.327 0.559
N -3.35687 -1.02041 1.73376 0.143 0.499 0.199
N 3.94546 -0.58236 -2.81312 -0.564 -0.866 0.317
N -4.77473 3.69967 1.64013 -0.323 0.309 -0.278
N -2.85501 -3.19815 1.26516 -0.290 0.202 -0.024
N -3.08704 -0.29033 -3.72561 -0.223 -0.565 0.002
N -1.68820 0.18067 4.22834 -0.287 -0.067 -0.700
N 5.58518 -1.81130 -0.21485 -0.408 -0.090 -0.228
C -0.40782 -0.25503 4.19705 0.861 -0.846 1.769
C -4.01135 0.08380 -2.77377 0.580 1.004 -0.732
C 1.20507 -0.19724 0.27011 0.257 -0.138 0.686
C 5.12665 -2.70090 0.71237 0.548 -0.241 0.558
C -3.74911 2.81226 1.56693 0.304 -0.311 -0.054
C 3.01060 -4.25148 -2.18902 0.731 -0.971 -0.155
C -0.47819 2.73349 -2.40636 -0.293 -0.617 -0.446
C 3.70432 0.54173 -3.56442 1.340 0.528 -0.393
C -0.31751 -0.13530 0.12679 -0.506 1.123 -0.880
C -3.81313 -2.31351 1.75802 0.482 0.233 0.286
C 0.37227 3.62828 3.45477 -0.123 0.699 0.136
H -0.42814 3.45986 5.35568 0.331 -0.097 0.027
H -2.16802 3.40874 -3.33322 0.084 -0.310 -0.003
H 3.78577 -2.89406 -3.44923 0.356 0.056 -0.057
H 1.48142 -0.57000 1.26658 -0.237 0.033 0.113
H -0.70051 0.24412 1.08992 -0.123 -0.574 0.162
H -3.70605 3.04190 -0.41601 0.492 -0.124 -0.413
H 0.77134 -1.68947 3.30871 0.097 0.131 0.279
H -2.49868 -0.81275 1.24707 -0.160 0.044 -0.248
H -5.16134 4.10951 0.80868 0.130 0.109 0.017
H -1.20465 2.53558 4.10035 -0.145 0.056 0.277
H 4.78338 -1.09699 -3.00159 0.289 0.394 -0.043
H 6.45953 -2.04338 -0.64517 0.052 0.225 -0.072
H -2.45244 2.04781 0.19854 -0.094 -0.085 -0.134
H 2.47603 -5.87375 -1.14674 0.261 -0.316 0.179
H 3.50362 -2.99587 1.92702 0.143 -0.183 -0.038
H -4.01994 -0.27221 1.84631 0.011 0.008 0.256
H 0.58591 3.67608 1.46080 0.019 -0.405 -0.254
H 3.37014 -0.87854 -2.03147 -0.264 0.293 -0.031
H 1.22104 2.47777 -1.32621 0.122 0.077 -0.006
H -2.10472 -0.30329 -3.51778 0.011 0.259 0.010
H -1.50100 4.55689 -2.27380 0.229 -0.056 0.094
H -4.04206 0.46719 -0.76594 -0.247 -0.170 -0.052
H -2.36240 -0.21099 3.59297 -0.298 0.117 0.079
H 1.81259 0.69084 -2.79082 0.001 0.029 -0.072
H -5.33240 3.79163 2.46875 0.168 -0.324 0.160
H -3.32185 -3.94777 0.77582 0.308 -0.224 0.063
H -0.56420 0.68397 -0.57564 0.309 -0.038 0.022
H -0.90737 -1.94594 3.05967 -0.063 0.104 0.008
H -1.97852 0.77490 4.97950 0.010 -0.018 0.043
H 3.25608 -1.87262 0.62323 -0.158 0.000 0.135
H -2.54046 -0.15996 -1.34461 -0.030 -0.254 0.150
H 0.60182 4.10818 -1.31696 0.137 -0.054 0.143
H -3.36716 -0.25014 -4.68699 -0.090 0.058 0.007
H -0.63247 2.52132 2.05018 0.021 0.062 -0.483
H 1.51833 0.85816 0.28333 0.285 -0.046 -0.197
H 2.24533 2.01586 -3.77004 0.371 -0.029 -0.324
H 4.99859 -1.06438 -0.53732 0.250 0.208 -0.141
H 4.81849 -4.29173 -3.07537 0.175 0.356 -0.334
H 4.04189 -5.99464 -1.95674 -0.154 -0.351 0.240
H -2.15488 -2.68923 0.73172 -0.011 -0.385 -0.374
```
Forces are in eV/Å.

Results
Relative energy (zero: lowest compared OMol25 entry of this formula, charge and spin), kcal/mol: 0.0
Spin multiplicity: 6
LUMO level (spin up / spin down), eV: -1.0 / -1.8
HOMO (spin up / spin down), eV: -9.25 / -9.25
⟨S²⟩: 8.757



Entry 3:
Here is a structure of composition C11H41CaN12O10 from the Open Molecules 2025 dataset. Energies are from ωB97M-V with the def2-TZVPD basis set.

Geometry as XYZ:
```
75
Properties=species:S:1:pos:R:3:forces:R:3
Ca 3.76525 0.35259 2.74371 -1.191 -0.430 -1.131
O -4.95584 2.93000 -2.05279 -0.589 -0.240 -0.456
O -1.14025 -4.80377 2.42852 -0.060 0.628 0.362
O 4.26817 -1.49238 1.16793 -0.057 0.155 -1.011
O -4.44945 -0.85547 3.00792 -0.751 -0.837 0.836
O 4.04154 0.46823 -3.95315 -1.121 -0.641 -0.718
O 0.14688 -2.13029 -3.40030 -0.211 1.737 -1.300
O 1.69126 0.52429 1.77126 -0.645 0.243 -0.762
O -1.44760 2.92787 -2.87836 1.023 -0.249 -1.417
O -1.77403 -0.60588 5.05962 -0.425 -1.403 0.857
O 1.58513 5.61777 2.26590 0.075 2.325 1.108
N 2.16566 4.11217 0.75321 2.317 -0.319 -3.508
N -3.23675 3.85146 -1.00558 3.352 3.019 -0.301
N 2.96995 -1.49587 -4.30846 0.704 -2.914 -1.619
N 5.09472 -3.11190 -0.19899 2.923 0.358 -0.845
N 1.90995 0.09575 -3.34042 -3.040 3.014 1.824
N -0.60413 -4.23364 -3.44437 -1.751 -1.861 -1.478
N -0.63415 0.89416 3.94606 3.676 1.306 -4.107
N 0.98877 3.51720 2.40226 -4.027 -4.685 4.216
N -4.64672 2.68983 0.15468 -0.621 -1.305 4.197
N -1.74500 1.60762 5.62358 -1.437 0.482 2.191
N 3.00802 -3.00531 0.15912 -7.087 -1.691 -0.082
N 1.00570 -3.65031 -2.11096 3.484 -0.795 3.200
C 0.25476 1.17096 -0.27419 0.236 0.225 0.300
C -0.48282 -4.18315 1.34379 -0.126 -0.963 -0.604
C -1.36424 0.51908 4.90786 -2.836 -0.271 2.196
C -3.38160 -0.41737 2.25354 0.319 0.533 -1.359
C 4.10873 -2.44462 0.36130 3.642 1.911 2.870
C 0.75449 0.15288 0.75103 1.006 -0.607 0.182
C 0.19750 -3.28908 -3.05721 -0.912 1.330 0.239
C -4.32348 3.12331 -1.02655 -1.374 -0.552 -3.047
C 3.01253 -0.24089 -3.95828 3.377 1.961 1.787
C 1.57062 4.48720 1.86383 1.824 3.140 -1.805
C -1.52129 2.85743 -4.34765 -0.616 0.849 1.480
H -2.43936 3.70918 -0.40223 -0.462 -0.181 0.090
H 1.17339 -0.52105 -3.02873 0.217 -0.261 -0.512
H -3.47964 0.66691 2.20034 0.697 0.133 0.295
H 3.86482 -1.93538 -4.47013 -0.582 -0.236 -0.314
H -1.01059 2.12544 -2.58386 0.005 -0.088 0.137
H 0.51810 3.73877 3.26798 0.000 -0.353 -0.202
H 1.03147 1.62841 -0.88702 0.288 0.169 0.285
H -3.47871 -0.72802 1.21327 -0.059 -0.266 -0.390
H -0.15294 0.19442 3.39934 0.347 0.648 -0.220
H 2.09379 3.16024 0.42341 0.299 0.281 0.013
H -0.94716 -5.74415 2.42606 0.033 0.023 -0.070
H 5.87386 -2.50315 -0.40505 0.488 -0.841 -0.120
H 2.90319 4.70896 0.40682 -0.317 -0.207 -0.171
H -4.12993 3.14192 0.89538 -0.468 -0.468 0.243
H 1.56747 -2.90944 -1.71647 0.043 -0.275 -0.004
H -4.18708 -1.71003 3.35791 -0.294 -0.056 0.277
H -0.48323 -5.12693 -2.98882 -0.834 0.034 -0.682
H -0.37552 0.65045 -0.99525 -0.282 -0.173 0.118
H 1.89175 1.01940 -2.93221 0.101 -0.122 -0.249
H 0.56492 -4.48112 1.30429 0.380 0.270 0.172
H -1.34561 -3.95057 -4.06901 -0.008 -0.687 0.128
H 1.09396 2.57097 2.06510 -0.031 -0.370 0.416
H -2.98140 4.35758 -1.84148 -0.199 -0.531 0.038
H -0.58269 -3.09778 1.33416 -0.097 -0.124 0.487
H 2.24537 -2.61070 0.69087 -0.323 -0.344 -0.037
H 1.07449 -4.58227 -1.72779 -0.080 0.309 -0.151
H -1.86754 3.86398 -4.58232 -0.549 -0.304 -0.354
H -2.48988 1.45992 6.28949 0.287 0.249 -0.053
H -5.34943 2.00589 0.39661 0.137 0.313 -0.503
H -0.34209 1.94189 0.21319 0.001 0.182 -0.128
H -0.43408 1.88389 3.96881 0.715 -0.640 -0.993
H 1.14324 -0.67938 0.16425 0.764 -0.237 -0.438
H -2.42304 -0.80661 2.59671 0.074 0.525 0.313
H -1.35307 2.53291 5.52189 -0.211 -0.414 0.113
H -0.15090 -0.34878 1.09265 -0.417 0.282 1.019
H 4.94407 -4.01707 -0.62097 0.374 0.573 -0.254
H -0.91793 -4.55989 0.41813 -0.135 0.188 -0.376
H 2.05798 -1.92674 -4.25603 0.445 -0.581 -0.230
H 2.88355 -3.90746 -0.27759 0.171 0.418 0.102
H -2.24241 2.06678 -4.55489 0.067 0.250 -0.609
H -0.59348 2.77885 -4.91431 0.334 -0.540 0.519
```
Forces are in eV/Å.

Results
Relative energy (zero: lowest compared OMol25 entry of this formula, charge and spin), kcal/mol: 28.0
Spin multiplicity: 2
LUMO level (spin up / spin down), eV: -0.9 / -0.9
HOMO (spin up / spin down), eV: -5.18 / -8.98
⟨S²⟩: 0.750



Looking at DFT total energy for the records above, in order, we have -2896.313240; -3407.775636; -2530.834211 hartree.